{"formula": "C29H29BrHgNO3", "method": "ωB97M-V/def2-TZVPD", "total_charge": -1, "e_homo_ev": -3.39, "orbital_gap_ev": 5.74, "multiplicity": 1, "species": ["Hg", "Br", "O", "O", "O", "N", "C", "C", "C", "C", "C", "C", "C", "C", "C", "C", "C", "C", "C", "C", "C", "C", "C", "C", "C", "C", "C", "C", "C", "C", "C", "C", "C", "C", "C", "H", "H", "H", "H", "H", "H", "H", "H", "H", "H", "H", "H", "H", "H", "H", "H", "H", "H", "H", "H", "H", "H", "H", "H", "H", "H", "H", "H", "H"], "coordinates": [[0.82, -0.21, 0.22], [3.09, 0.80, -3.48], [2.61, 0.40, -0.84], [3.75, -0.82, 0.73], [-1.55, 0.11, -0.38], [-3.17, 1.15, -1.51], [-4.89, -0.86, -0.40], [6.08, -0.40, -0.72], [-4.25, -3.53, -0.93], [-0.19, 0.87, 2.89], [1.51, -2.56, 1.36], [-1.51, 2.51, -0.26], [-2.59, 2.39, 2.03], [3.65, -0.19, -0.35], [-0.72, -2.55, 0.77], [4.72, 0.35, -2.61], [-5.15, -3.22, 0.10], [2.01, 1.02, 2.20], [-0.86, 4.16, 1.54], [-3.44, -0.07, -2.29], [-2.11, 1.19, -0.70], [0.19, -2.62, 1.86], [1.12, 0.39, 3.11], [4.83, -0.07, -1.26], [1.44, -2.50, -0.09], [-0.15, 1.80, 1.81], [-1.27, 2.69, 1.30], [-3.67, -2.51, -1.69], [7.13, 0.07, -2.83], [1.22, 1.88, 1.33], [-5.46, -1.88, 0.36], [5.89, 0.42, -3.38], [-3.99, -1.17, -1.43], [0.03, -2.42, -0.44], [7.23, -0.34, -1.50], [-0.37, -2.46, -1.46], [-1.81, -2.66, 0.82], [8.19, -0.62, -1.07], [3.09, 0.97, 2.23], [-4.01, -4.57, -1.15], [-4.12, 0.15, -3.12], [-2.17, 3.32, -0.62], [-3.41, 2.97, 1.58], [-0.52, 4.28, 2.58], [8.00, 0.12, -3.48], [5.80, 0.74, -4.42], [-6.16, -1.62, 1.16], [-5.61, -4.02, 0.68], [-2.47, -0.39, -2.70], [-0.53, 2.59, -0.77], [-5.14, 0.19, -0.22], [-0.03, 4.46, 0.88], [-0.09, -2.75, 2.91], [-1.71, 4.84, 1.38], [2.26, -2.69, -0.79], [1.41, -0.35, 3.85], [-2.98, -2.73, -2.51], [-2.49, 2.69, 3.09], [1.59, 2.65, 0.64], [-2.82, 1.32, 1.98], [6.10, -0.71, 0.32], [2.43, -2.65, 1.94], [-3.71, 1.99, -1.73], [-1.08, 0.64, 3.48]], "lowdin_charge": [1.2671, 0.7790, -0.2970, -0.0320, -0.0268, 0.0642, -0.0422, -0.0229, -0.0880, -0.1265, -0.2019, -0.0546, -0.0579, -0.6203, -0.2055, -0.5677, -0.1000, -0.1821, -0.0581, -0.1250, -0.4368, -0.1936, -0.1782, -0.1450, -0.2339, -0.3061, -0.4999, -0.0435, -0.1032, -0.1816, -0.0850, -0.1506, -0.2275, -0.2434, -0.0910, 0.0740, 0.0736, 0.0948, 0.0848, 0.1017, 0.1304, 0.1161, 0.0794, 0.0933, 0.0904, 0.0817, 0.0970, 0.0964, 0.1258, 0.1341, 0.1098, 0.0797, 0.0809, 0.0736, 0.0952, 0.0827, 0.1156, 0.0885, 0.0964, 0.0861, 0.1162, 0.0858, 0.1444, 0.0888]}

{"formula": "C22H49N2OP3ReS", "method": "ωB97M-V/def2-TZVPD", "de_lowest_ev": 3.419, "total_charge": 4, "e_homo_ev": [-19.88, -20.52], "orbital_gap_ev": [4.72, 5.89], "s_squared": 4.0242, "multiplicity": 4, "species": ["Re", "S", "P", "P", "P", "O", "N", "N", "C", "C", "C", "C", "C", "C", "C", "C", "C", "C", "C", "C", "C", "C", "C", "C", "C", "C", "C", "C", "C", "C", "H", "H", "H", "H", "H", "H", "H", "H", "H", "H", "H", "H", "H", "H", "H", "H", "H", "H", "H", "H", "H", "H", "H", "H", "H", "H", "H", "H", "H", "H", "H", "H", "H", "H", "H", "H", "H", "H", "H", "H", "H", "H", "H", "H", "H", "H", "H", "H", "H"], "coordinates": [[-0.01, -0.10, -0.30], [-1.15, 1.39, 0.96], [1.17, -0.79, 1.51], [-1.71, -1.65, -0.12], [1.50, -1.94, -1.66], [-0.37, 0.32, -2.44], [-2.03, 1.82, 3.44], [0.14, 2.63, 2.98], [0.08, 0.80, -3.56], [0.26, 0.40, -5.94], [1.13, 3.11, 2.01], [-3.41, 1.69, 2.96], [1.73, -2.54, 1.80], [-0.98, 2.90, -1.39], [0.20, 3.31, 4.28], [-1.49, -3.16, 0.91], [-2.14, -2.36, -1.75], [1.33, -2.05, -3.48], [1.47, 1.10, -5.95], [0.54, -0.59, 3.23], [-3.31, -1.08, 0.52], [-0.49, 0.31, -4.78], [1.62, -3.75, -1.34], [1.19, 1.69, -3.63], [-1.98, 2.01, -1.55], [2.79, 0.07, 1.61], [-0.98, 1.98, 2.61], [-1.84, 1.35, 4.81], [3.23, -1.35, -1.52], [1.90, 1.78, -4.82], [3.24, -0.25, -1.59], [0.98, 2.66, 1.02], [-0.78, 3.71, 4.56], [2.50, -3.98, -0.73], [1.50, 2.19, -2.72], [-2.22, 1.63, -2.55], [1.13, -1.22, 3.91], [-2.77, 1.82, -0.81], [-1.26, -2.89, 1.95], [3.82, -1.77, -2.35], [-4.02, 2.45, 3.45], [-0.70, -3.81, 0.53], [-0.11, -0.11, -6.84], [2.82, 2.38, -4.82], [1.20, 1.01, -0.93], [-3.48, 1.81, 1.87], [-0.87, 3.54, -0.50], [1.95, -2.88, -3.84], [-0.38, 3.21, -2.24], [2.73, 0.89, 2.33], [0.71, -4.14, -0.86], [1.61, -3.19, 0.93], [3.57, -0.63, 1.92], [1.16, -2.99, 2.62], [2.07, 1.14, -6.87], [0.67, 0.46, 3.52], [1.03, 4.20, 1.92], [-3.81, 0.71, 3.23], [3.66, -1.66, -0.56], [2.79, -2.54, 2.08], [-2.70, 0.73, 5.08], [-1.42, -0.24, -4.71], [3.07, 0.49, 0.63], [2.13, 2.87, 2.37], [-2.30, -1.55, -2.48], [1.73, -4.28, -2.30], [-3.22, -0.80, 1.58], [-2.43, -3.72, 0.90], [-1.35, -3.02, -2.12], [-3.68, -0.21, -0.04], [0.57, 2.64, 5.07], [-3.07, -2.94, -1.64], [-1.79, 2.19, 5.51], [1.67, -1.12, -3.95], [0.29, -2.22, -3.75], [-4.03, -1.90, 0.43], [0.90, 4.15, 4.19], [-0.51, -0.88, 3.30], [-0.93, 0.74, 4.89]], "mulliken_spin": [2.1098, -0.1969, -0.1033, -0.0565, 0.0113, 0.2553, -0.0770, 0.0217, 0.1641, 0.0278, 0.0007, 0.0035, 0.0391, 0.0428, 0.0033, 0.0470, 0.0068, 0.0073, 0.2306, 0.0430, 0.0318, 0.1628, 0.0086, 0.0905, 0.0434, 0.0476, 0.0088, 0.0025, -0.0029, 0.0511, -0.0011, -0.0031, -0.0004, 0.0003, -0.0032, 0.0136, -0.0004, 0.0116, -0.0055, 0.0006, -0.0013, 0.0004, 0.0039, 0.0032, -0.0319, -0.0003, 0.0041, 0.0008, -0.0011, 0.0009, -0.0009, -0.0038, 0.0038, -0.0005, -0.0061, -0.0001, 0.0009, -0.0015, 0.0002, 0.0010, -0.0010, 0.0027, -0.0078, 0.0008, 0.0018, -0.0003, -0.0026, 0.0012, 0.0005, 0.0009, -0.0003, -0.0013, -0.0024, 0.0066, -0.0004, 0.0007, 0.0006, -0.0041, -0.0039]}

{"formula": "C18H50N4O5", "method": "ωB97M-V/def2-TZVPD", "total_charge": -1, "e_homo_ev": [0.81, -6.76], "orbital_gap_ev": [1.68, 9.21], "s_squared": 0.7504, "multiplicity": 2, "species": ["O", "O", "O", "O", "O", "N", "N", "N", "N", "C", "C", "C", "C", "C", "C", "C", "C", "C", "C", "C", "C", "C", "C", "C", "C", "C", "C", "H", "H", "H", "H", "H", "H", "H", "H", "H", "H", "H", "H", "H", "H", "H", "H", "H", "H", "H", "H", "H", "H", "H", "H", "H", "H", "H", "H", "H", "H", "H", "H", "H", "H", "H", "H", "H", "H", "H", "H", "H", "H", "H", "H", "H", "H", "H", "H", "H", "H"], "coordinates": [[0.03, -2.99, 3.95], [-2.42, 0.03, -0.44], [3.15, -0.28, -3.39], [-6.26, -3.36, -3.02], [-0.05, 4.27, 1.27], [-3.14, -2.45, -1.50], [2.33, -1.84, 4.98], [1.15, 6.79, 0.57], [4.61, -1.92, -0.29], [3.69, 0.45, -4.48], [-4.85, -3.38, -2.87], [3.26, 6.16, 1.27], [1.91, 5.59, 0.87], [1.16, 4.68, 1.86], [2.25, -1.17, -0.58], [0.53, -1.84, 3.30], [-6.58, -4.15, -4.15], [-0.58, 0.43, -1.92], [-4.88, -0.87, -1.92], [1.32, -0.99, 4.41], [-0.97, -3.71, 3.20], [4.09, -0.62, -2.36], [1.86, 0.33, 3.87], [-0.94, 3.40, 1.93], [3.58, -1.61, -1.33], [-0.99, 0.41, -0.45], [-4.56, -2.41, -1.71], [2.33, 0.36, 2.89], [1.85, 3.85, 1.99], [-0.32, -1.30, 2.88], [-5.17, -2.54, -0.83], [-1.65, 3.05, 1.19], [-6.48, -5.23, -4.04], [-4.50, -4.38, -2.62], [-5.91, -0.92, -2.27], [-4.84, -0.33, -0.97], [0.18, 6.55, 0.64], [1.53, -0.81, -1.31], [3.73, 6.77, 0.51], [-6.10, -3.94, -5.10], [4.30, 1.31, -4.19], [-0.94, 1.37, 0.07], [4.02, 5.43, 1.55], [0.96, 5.16, 2.81], [-1.42, 3.96, 2.74], [-1.85, -3.12, 2.94], [4.96, -1.06, -2.86], [-2.86, -2.32, -2.46], [-0.45, -0.28, 0.20], [1.98, 5.03, -0.07], [2.53, -0.41, 0.15], [4.46, 0.28, -1.88], [-4.39, -3.00, -3.78], [0.39, 0.93, -1.90], [4.35, -0.16, -5.08], [4.22, -2.38, 0.52], [4.94, -1.04, 0.08], [1.09, 1.10, 3.85], [1.93, -2.74, 5.22], [3.14, -2.07, 4.42], [-7.63, -3.90, -4.27], [-0.61, -4.21, 2.30], [-4.27, -0.37, -2.67], [-2.89, -3.43, -1.44], [1.25, -2.12, 2.53], [-1.25, 0.98, -2.57], [-0.47, 2.48, 2.28], [3.20, 6.81, 2.15], [2.80, 0.74, -5.05], [0.55, -0.81, 5.17], [1.87, -1.92, 0.11], [-0.44, -0.58, -2.30], [3.08, -2.50, -1.71], [-1.34, -4.48, 3.88], [-2.45, -0.91, -0.65], [1.40, 7.43, 1.31], [2.54, 0.78, 4.59]], "mulliken_spin": [-0.3412, -0.1443, -0.2950, -0.3995, -0.0614, -0.2530, 0.0158, -0.0089, -0.0351, 0.1573, 0.8840, 0.0438, 0.0471, -0.0639, -0.0502, -0.1869, -0.0015, 0.2103, -0.0109, -0.1248, 1.0205, 0.1749, 0.1797, -0.0259, 0.0204, -0.4899, -0.0164, 0.0464, 0.0733, 0.0108, 0.1574, 0.0269, -0.0095, 0.2515, -0.0202, 0.0019, 0.0098, -0.0256, 0.0151, 0.0049, -0.0088, -0.0438, -0.0501, 0.0037, -0.0202, -0.0242, 0.0315, -0.1232, 0.2317, -0.0113, 0.2683, -0.0048, 0.2330, 0.0408, -0.0297, 0.0015, -0.1033, -0.0110, -0.0085, -0.0149, -0.0211, -0.2342, 0.0770, -0.1858, 0.1036, -0.0399, 0.0648, -0.0018, 0.0210, -0.0204, 0.2205, -0.0439, -0.0587, -0.1004, 0.1092, -0.0077, -0.0264]}

{"formula": "C51H57N4O3", "method": "ωB97M-V/def2-TZVPD", "total_charge": 1, "e_homo_ev": -7.92, "orbital_gap_ev": 2.89, "multiplicity": 1, "species": ["O", "O", "O", "N", "N", "N", "N", "C", "C", "C", "C", "C", "C", "C", "C", "C", "C", "C", "C", "C", "C", "C", "C", "C", "C", "C", "C", "C", "C", "C", "C", "C", "C", "C", "C", "C", "C", "C", "C", "C", "C", "C", "C", "C", "C", "C", "C", "C", "C", "C", "C", "C", "C", "C", "C", "C", "C", "C", "H", "H", "H", "H", "H", "H", "H", "H", "H", "H", "H", "H", "H", "H", "H", "H", "H", "H", "H", "H", "H", "H", "H", "H", "H", "H", "H", "H", "H", "H", "H", "H", "H", "H", "H", "H", "H", "H", "H", "H", "H", "H", "H", "H", "H", "H", "H", "H", "H", "H", "H", "H", "H", "H", "H", "H", "H"], "coordinates": [[-6.73, 5.23, 3.13], [8.23, 4.64, 3.07], [-1.21, -2.05, -0.05], [5.61, 3.49, 3.11], [-1.07, -3.29, -3.33], [-4.59, 3.34, 2.92], [-0.07, -4.32, -1.61], [-0.80, -4.60, -3.70], [6.42, 3.61, 4.35], [1.78, 0.13, -5.25], [-0.07, -2.82, -6.03], [-0.61, -3.13, -2.04], [-6.38, 4.46, 4.27], [-0.82, 0.53, -0.84], [-6.55, 4.51, 1.92], [-3.34, -0.57, -4.47], [-2.81, -0.25, -5.71], [0.55, 0.94, 2.95], [-2.83, -1.61, -3.71], [1.23, -1.32, -3.43], [7.44, 4.61, 1.88], [-1.73, -2.32, -4.18], [-0.73, 1.54, 2.92], [1.81, 1.59, 3.02], [-3.38, 0.87, -6.50], [1.40, -4.06, 0.37], [6.46, 3.43, 1.91], [-3.46, -1.92, -2.39], [2.98, 0.92, 2.59], [-4.92, 3.99, 4.21], [-1.51, -6.42, -0.29], [-5.09, 4.08, 1.74], [-0.92, 2.89, 2.55], [-0.75, -1.92, -1.20], [1.96, -1.06, -4.57], [-0.42, -0.63, -1.70], [0.32, -0.38, -2.92], [3.20, 3.48, 3.62], [-1.75, -1.01, -6.19], [-1.20, -2.04, -5.45], [1.10, -5.51, 2.28], [-1.89, 0.78, 3.21], [4.20, 1.54, 2.61], [7.43, 4.76, 4.24], [-3.14, 1.34, 3.18], [1.75, -4.47, 1.64], [0.33, -4.70, -0.28], [-3.31, 2.69, 2.83], [0.19, 0.84, -3.61], [-0.36, -5.73, 0.37], [4.34, 2.84, 3.11], [2.15, -2.96, -0.28], [1.51, -5.93, 3.65], [1.97, 2.89, 3.58], [0.91, 1.08, -4.77], [-0.17, -5.22, -2.67], [0.04, -6.13, 1.63], [-2.17, 3.44, 2.50], [-1.34, -0.78, -7.15], [-4.70, 3.28, 5.01], [-4.17, 0.00, -4.09], [-4.24, 4.84, 4.34], [1.26, -5.16, 4.38], [1.53, -2.06, -0.39], [-2.19, -6.85, 0.44], [-0.48, -6.94, 2.11], [-2.09, -5.72, -0.90], [-7.22, 3.64, 1.95], [-3.14, -2.89, -2.01], [0.55, -2.20, -6.67], [-1.90, 0.69, -0.87], [-1.17, -7.22, -0.94], [-2.85, 1.01, -7.45], [-3.32, 1.81, -5.95], [-0.07, 3.48, 2.27], [2.59, -6.10, 3.69], [-0.50, 1.58, -3.26], [-0.32, 1.45, -1.14], [2.89, -0.09, 2.23], [6.91, 5.56, 1.81], [0.16, -6.24, -2.65], [8.13, 4.56, 1.03], [8.13, 4.77, 5.09], [2.56, -3.98, 2.14], [-4.44, 0.69, -6.73], [-4.98, 3.43, 0.87], [0.58, -3.23, -5.25], [6.93, 5.73, 4.22], [-2.28, 4.48, 2.24], [3.31, 4.47, 4.04], [1.02, -6.85, 3.95], [-7.07, 3.61, 4.33], [1.13, 3.37, 4.03], [0.79, 2.01, -5.29], [1.34, -2.26, -2.92], [6.94, 2.66, 4.51], [-6.57, 5.09, 5.15], [5.81, 3.43, 1.03], [-4.01, 0.76, 3.44], [-0.54, 0.33, 0.19], [-4.55, -1.95, -2.47], [-6.90, 5.16, 1.11], [0.58, -0.14, 2.88], [2.51, -3.25, -1.27], [2.64, -1.81, -4.94], [-4.46, 4.96, 1.58], [3.02, -2.67, 0.31], [-3.20, -1.17, -1.65], [-1.07, -5.06, -4.64], [5.74, 3.75, 5.20], [-1.77, -0.26, 3.49], [5.08, 1.01, 2.27], [2.34, 0.31, -6.15], [-0.44, -3.65, -6.63], [7.01, 2.49, 1.92]], "lowdin_charge": [-0.1360, -0.1351, -0.0305, -0.0991, 0.0779, -0.1094, 0.0847, -0.0082, -0.1153, -0.1053, -0.0467, -0.0733, -0.1807, -0.0528, -0.1807, 0.0021, -0.2609, 0.1318, -0.1822, -0.0566, -0.1767, -0.1000, -0.1997, -0.1915, -0.0424, -0.1859, -0.1359, -0.0170, 0.0157, -0.1236, -0.0310, -0.1330, -0.0003, -0.4490, -0.1102, -0.2028, -0.1847, 0.0196, 0.0020, -0.1890, -0.2625, 0.0217, 0.0153, -0.1779, 0.0276, -0.0045, -0.0993, -0.1776, -0.0398, -0.1856, -0.1745, -0.0190, -0.0465, -0.0054, -0.0900, -0.0154, 0.0028, 0.0190, 0.1219, 0.1286, 0.1251, 0.1234, 0.0863, 0.0748, 0.0884, 0.1199, 0.0826, 0.1258, 0.0817, 0.0861, 0.0814, 0.0858, 0.0798, 0.0848, 0.1157, 0.0856, 0.1018, 0.0703, 0.1209, 0.1266, 0.1369, 0.1345, 0.1341, 0.1148, 0.0874, 0.1315, 0.0624, 0.1248, 0.1208, 0.1239, 0.0806, 0.1257, 0.1192, 0.1026, 0.0856, 0.1281, 0.1339, 0.1342, 0.1252, 0.0555, 0.0921, 0.1336, 0.1381, 0.0872, 0.1076, 0.1150, 0.0803, 0.0798, 0.1386, 0.1283, 0.1293, 0.1217, 0.0994, 0.0904, 0.1225]}

Max |F| in eV/A, matching the order above: 2.921 5.493 3.405 3.340
Total energy in Eh, matching the order above: -4130.3583 -2551.2629 -1310.8318 -2422.0338